(1)
ORCA calculation (ωB97M-V/def2-TZVPD) on C3H7NO3 in the gas phase in a non-equilibrium geometry.

## Properties
2S+1: 1
HOMO level (eV): -9.77
SMILES: O=C(O)NCCO

Element x y z (Å)
O 0.00805 -1.52047 -2.47555
C -0.02678 -1.37872 -1.27298
O -0.99438 -1.92982 -0.49596
N 0.85198 -0.63857 -0.53294
C 0.46359 -0.03591 0.76206
C -0.23404 1.31475 0.48852
O -0.61227 1.89801 1.71571
H -1.50399 -2.46407 -1.12423
H 1.54322 -0.31626 -1.21125
H -0.12498 -0.77891 1.27933
H 1.43595 0.11457 1.26735
H -1.10217 1.07780 -0.13451
H 0.40986 1.95155 -0.09933
H -0.11404 2.70604 1.83376



(2)
ORCA calculation (ωB97M-V/def2-TZVPD) on C3H7NO3 in the gas phase in a non-equilibrium geometry.

## Properties
2S+1: 1
HOMO level (eV): -9.44
SMILES: CC(=O)[N@H+](O)C[O-]

Element x y z (Å)
C 0.02548 -1.38193 -1.19026
C -0.21074 0.07131 -0.92516
O -0.42361 0.93184 -1.72423
N 0.66301 0.75394 0.45368
O 1.37563 -0.18224 1.22943
C -0.70335 1.09269 1.04911
O -1.39764 0.03277 0.58149
H -0.65744 -1.67386 -1.98590
H 1.05288 -1.52429 -1.53316
H -0.15457 -1.99654 -0.31496
H 1.31852 1.46504 0.12541
H 0.68571 -0.81744 1.49498
H -0.96524 2.06455 0.59732
H -0.60863 1.16417 2.14223



(3)
ORCA calculation (ωB97M-V/def2-TZVPD) on C3H7NO3 in the gas phase in a non-equilibrium geometry.

## Properties
2S+1: 1
HOMO level (eV): -10.62
SMILES: CC(C)(O)[N+](=O)[O-]

Element x y z (Å)
C -0.96335 -0.04555 -1.28651
C 0.00893 0.22593 -0.07948
C -0.32821 -0.35305 1.36519
O 0.17547 1.61615 -0.00537
N 1.38257 -0.45335 -0.34879
O 1.52396 -1.13489 -1.29610
O 2.22069 -0.01474 0.37736
H -0.76105 0.47178 -2.15944
H -1.95797 0.17978 -1.07540
H -0.67314 -1.08741 -1.56593
H 0.02309 -1.33077 1.60222
H -1.36566 -0.20609 1.57666
H 0.16654 0.30626 2.06034
H 0.54812 1.82594 0.83523



(4)
ORCA calculation (ωB97M-V/def2-TZVPD) on a molecular structure, C3H7NO3 in a non-equilibrium geometry.

## Properties
2S+1: 1
HOMO level (eV): -8.89

Element x y z (Å)
C 2.57148 -0.47906 -0.59315
C -2.74758 -0.00026 -0.21093
C -0.62945 0.58769 0.33956
N 0.56636 0.30529 0.69577
O 1.43576 0.68193 1.54235
O 1.32370 -0.61025 -0.48640
O -1.39234 -0.09301 -0.37443
H 2.81578 0.29144 -1.43048
H 3.28393 -1.35748 -0.77668
H 3.27642 -0.12877 0.52083
H -3.06104 -0.89800 -0.62004
H -3.14691 0.95250 -0.68809
H -3.12112 -0.08804 0.80209
H -1.17498 0.83603 1.27961



(5)
ORCA calculation (ωB97M-V/def2-TZVPD) on C3H7NO3 in the gas phase in a non-equilibrium geometry.

## Properties
2S+1: 1
HOMO level (eV): -9.52
SMILES: CC(=O)[C@@H](O)ON

Element x y z (Å)
C 1.76563 0.81006 -0.37256
C 0.97610 -0.42264 -0.20047
O 1.48156 -1.47912 0.07890
C -0.56696 -0.63444 -0.65074
O -0.90178 -1.85900 -0.14665
O -1.54109 0.38604 -0.19639
N -2.38606 -0.05600 0.90237
H 2.86445 0.58285 -0.50107
H 1.72955 1.39510 0.66010
H 1.30927 1.37825 -1.22246
H -0.54053 -0.46241 -1.71250
H -0.12493 -2.15551 0.48238
H -1.79094 -0.04926 1.70237
H -2.57016 -0.98722 0.50697



(6)
ORCA calculation (ωB97M-V/def2-TZVPD) on 2 unconnected molecules or ions with the total composition C3H7NO3.

## Properties
2S+1: 1
HOMO level (eV): -10.19
SMILES: CC(=O)NC=O.O

Element x y z (Å)
C -0.47388 0.33964 0.03094
C 0.15986 -0.83835 0.71226
O 0.26363 -0.98827 1.89841
N 0.64395 -1.89331 -0.12448
C 0.09632 -2.33750 -1.30251
O -0.75663 -1.81057 -1.96487
H 0.17611 0.82922 -0.68453
H -0.77505 1.00491 0.83019
H -1.31508 -0.10617 -0.50578
H 1.00913 -2.61734 0.48290
H 0.55113 -3.28379 -1.63545
O 0.06667 3.51810 0.63385
H -0.43207 4.32313 0.45122
H 0.78590 3.86029 1.17785



Calculated values (eV) of gap between HOMO and LUMO for the records, taken in order: 10.470, 10.164, 11.304, 9.268, 10.137, 10.888.
Calculated values (eV) of ΔE to the lowest compared entry with this formula, charge and spin for the records, taken in order: 0.985, 4.742, 4.622, 9.065, 4.360, 0.969.